Formula: C11H21N3O3
Source: the OMol25 dataset
Level of theory: the ωB97M-V functional and the def2-TZVPD basis

Cartesian coordinates (Å):
C (1.4812, -0.9672, -1.1321)
C (1.3721, -0.9084, 0.3926)
C (0.4848, -1.9505, -1.7679)
C (-1.1051, -1.8132, -1.6526)
C (-1.6203, -1.8583, -0.1880)
C (-2.9711, -0.9844, -0.2525)
C (0.5236, 1.5228, 0.0514)
C (1.9354, 2.3201, -0.0979)
C (-0.2686, 2.3909, 0.9716)
C (-0.7629, 1.4906, 2.2863)
C (0.3799, 0.3081, 2.2621)
H (3.5543, -0.9299, -0.8270)
H (2.9969, -2.3305, -1.1172)
H (1.2242, 0.0657, -1.5506)
H (0.9125, -1.8849, -2.7779)
H (0.6896, -3.0310, -1.4789)
H (-1.4784, -2.7512, -2.1526)
H (-1.4544, -0.9558, -2.2387)
H (-1.6052, -2.8162, 0.1559)
H (-1.0026, -1.3371, 0.4597)
H (-3.7130, -1.4173, 0.4415)
H (-3.3756, -1.1236, -1.2737)
H (-2.8701, 1.1549, -0.3613)
H (-1.4187, 0.4041, 0.3621)
H (0.0339, 1.5623, -0.9639)
H (-1.0889, 2.9702, 0.5726)
H (0.3094, 3.0855, 1.5558)
H (-1.8250, 1.0445, 2.0512)
H (-1.0343, 1.9566, 3.2346)
H (-0.1003, -0.6671, 2.4950)
H (1.2833, 0.6188, 2.6570)
H (2.7375, 4.0508, -0.4369)
N (2.8947, -1.3933, -1.5044)
N (-2.4611, 0.3606, 0.1712)
N (0.7269, 0.2430, 0.8867)
O (1.6930, -1.8272, 1.1808)
O (3.0658, 1.8355, 0.1423)
O (1.8564, 3.5622, -0.5562)

Atoms 1-3, force components in eV/Å:
0.62 0.51 0.61
-0.67 -0.19 1.70
-0.05 -1.43 -0.24

## Properties
F_max = 4.87 eV/A
LUMO energy = 0.4 eV
SMILES = NCCCC[C@H](N)C(=O)N1CCC[C@H]1C(=O)O
HOMO-LUMO gap = 9.5 eV
electronic energy = -821.6321 a.u.
energy relative to the best compared isomer or geometry (same formula, charge and spin) = 99.8 kcal/mol
HOMO level = -9.086 eV